# 1
This record from the OMol25 dataset describes C41H46AsBBe2F6N6O17 as an isolated structure. The level of theory is ωB97M-V/def2-TZVPD.

As for the HOMO energy: -0.555 Eh. As for the energy: -6085.76788 hartree. The lowest unoccupied orbital energy comes out at -0.4454 hartree. Its expectation value of S² is 0.768. For the frontier orbital gap, the calculation gives 2.98 eV.

The geometry in ORCA input format:
```
! RIJCOSX wB97M-V def2-TZVPD def2/J DEFGRID3
* xyz 3 2
H 1.72 1.50 -3.34
O 4.92 2.11 4.37
Be -5.46 3.43 -0.13
H -0.44 4.23 1.12
H -3.17 5.49 -1.06
O 1.19 1.48 -0.56
H 0.64 -0.47 -3.22
C 1.35 0.22 1.42
C -1.67 -0.37 4.53
H 3.87 3.75 3.89
Be -4.14 -2.54 -1.93
H 2.33 -5.62 -5.83
H 5.40 -1.77 0.72
N -3.48 4.34 1.50
C 3.65 -2.47 4.86
C 2.24 -4.57 -5.55
H 2.07 3.01 5.24
N 5.16 -3.57 6.34
O 3.38 1.14 0.26
O -0.67 -0.03 -1.14
H 1.03 3.96 1.62
H 4.75 -3.44 8.40
H -1.99 5.55 4.05
H 0.35 4.42 4.00
H -3.72 0.33 5.02
O -2.66 -0.58 -1.92
F -6.71 -0.52 2.89
C 2.67 2.20 4.81
H 2.58 -2.40 8.06
C -1.89 4.85 -2.60
C -1.88 0.16 -1.30
C 0.61 -3.88 -3.62
F -6.60 -0.95 0.24
C 2.73 -2.25 5.91
F -5.32 0.86 1.33
C 3.90 -2.40 -0.60
H 1.27 -1.09 -4.79
H -2.24 4.02 4.45
C -3.35 -0.25 -6.41
O -2.10 1.79 5.23
H -0.24 3.10 3.12
O -1.20 1.90 0.06
C -0.69 -3.60 -3.00
H -3.49 0.77 -6.75
C -2.97 -2.50 -6.97
H -2.73 -3.30 -7.65
B -0.17 0.92 -0.19
C -4.03 3.51 -3.57
C 0.77 -3.96 -5.20
C 3.06 -4.61 -0.59
O 5.57 0.68 6.01
C -3.20 -2.83 -5.64
H 2.82 -3.89 -6.18
H -1.32 -0.61 3.52
H -3.43 0.13 -4.39
C 3.98 -4.95 0.51
O 3.40 1.42 5.75
O -0.29 2.23 6.33
H 5.24 -3.74 4.21
C 0.21 4.60 1.91
H 3.77 -1.41 -1.01
C -0.89 1.46 5.65
F -5.63 -2.64 1.95
C 0.23 1.54 -5.66
C 4.86 -3.89 0.91
C -2.70 4.46 2.35
O -0.27 0.45 -4.86
C -2.28 1.40 -0.51
H 2.40 -5.26 -1.14
O -3.50 1.85 -0.55
H 2.91 0.53 -4.30
H -4.84 2.90 -3.96
C -3.40 -0.67 -5.10
H 1.90 -1.57 5.83
C -3.06 4.95 -1.99
F -4.18 -1.30 0.39
H 1.35 -3.18 -3.24
C -0.35 4.19 3.19
C 3.73 2.67 3.88
C -1.87 4.57 3.59
C 3.12 -2.74 7.18
H -3.00 -0.99 -8.45
H -0.78 4.20 -4.32
O -0.65 0.24 5.29
H 0.40 5.67 1.78
H 5.52 -4.10 1.73
C 4.82 -2.62 0.38
N -3.46 -1.90 -4.65
H -0.98 5.30 -2.21
C -2.81 3.41 -4.19
H 4.16 -5.93 0.92
C 4.73 1.39 5.45
H -2.01 -1.30 4.99
N 3.00 -3.32 -1.06
H -3.09 1.09 3.65
As -5.47 -0.91 1.66
N -4.15 4.16 -2.35
C -3.05 -1.16 -7.39
C 4.77 -3.30 5.08
N -1.71 -3.30 -2.53
O -0.49 2.14 -6.46
H -0.01 -4.61 -5.59
H -2.77 2.96 -5.17
F -4.26 -0.77 2.99
C -2.78 0.70 4.62
H 1.85 1.71 4.28
H 0.69 -3.00 -5.71
O 1.50 1.69 -5.38
H 3.61 2.30 2.86
H -3.18 -3.84 -5.25
C 0.90 -0.22 -4.25
H 2.78 -4.55 -4.60
C 4.37 -3.34 7.39
O 0.03 0.29 1.11
H 0.99 -4.86 -3.34
H 3.34 -2.17 3.87
O 1.93 -0.30 2.33
C 1.88 0.88 -4.23
C -1.68 4.12 -3.73
C 2.12 1.01 0.33
*
```

=====

# 2
This record from the OMol25 dataset describes C41H46AsBiBrCl2F6N2O6S2Si as an isolated structure. The level of theory is ωB97M-V/def2-TZVPD.

As for the HOMO energy: -0.377 Eh. As for the energy: -9780.53205 hartree. The lowest unoccupied orbital energy comes out at -0.1417 hartree. For the frontier orbital gap, the calculation gives 6.39 eV.

The geometry in ORCA input format:
```
! RIJCOSX wB97M-V def2-TZVPD def2/J DEFGRID3
* xyz 1 1
O -1.62 2.22 1.20
Cl -7.46 2.50 1.50
C 3.58 0.74 1.07
H 2.81 -4.06 2.79
C -3.73 1.07 1.12
F -1.30 1.02 6.54
H -2.11 -2.55 5.26
C 4.91 1.26 1.24
C -2.15 2.59 -4.04
C 1.41 -1.82 3.13
C -1.88 -3.46 1.51
F 0.20 2.55 6.73
H 1.88 3.45 -6.11
H 3.70 -6.29 2.27
C 2.68 -1.48 3.58
H -0.23 -1.76 6.11
C 0.36 -1.95 4.05
S 0.71 3.75 2.66
As 0.81 -2.14 1.31
H 3.06 1.02 -4.69
H -3.95 -1.00 0.62
H 2.81 1.60 -3.02
C 1.84 -1.30 5.82
H 1.60 -2.27 -5.65
C -3.01 -3.78 2.23
C 1.28 2.27 -4.41
F 2.95 4.90 3.51
H -2.00 -0.33 -5.91
C -2.04 -2.79 4.21
H 0.67 -4.04 -0.91
C 2.53 -4.54 1.87
H -5.74 0.28 1.03
C 2.90 -1.23 4.92
C -3.10 -3.43 3.58
C 0.76 -0.99 -4.13
F -1.80 3.08 6.12
Cl -2.64 4.86 1.82
H 0.42 -1.13 -6.29
H -1.66 3.22 -4.78
H 5.01 2.19 0.67
C -5.74 2.37 1.43
C -2.91 2.22 1.31
H 2.80 -0.66 -3.41
C -2.22 0.71 -5.70
H -1.19 -1.93 -4.49
C 0.96 3.52 -3.56
H 2.05 -0.58 -5.85
H 0.88 3.27 -2.51
H -1.87 2.90 -3.04
C 1.92 -1.25 -3.16
C -0.35 -2.00 -3.79
H 3.05 -7.43 0.18
N -0.44 3.36 3.66
H 1.78 4.24 -3.68
C -1.82 1.10 -4.26
C -0.83 -2.81 2.13
C 1.81 -5.82 -0.50
C -0.85 2.16 6.03
H -2.65 -0.77 -3.49
C 2.67 -6.44 0.40
H -5.44 4.47 1.83
S -0.46 1.90 4.23
H -0.71 -1.84 -2.77
H 5.64 0.54 0.88
H -3.83 -4.30 1.76
H -3.99 -3.67 4.14
H -3.29 0.87 -5.82
C 1.66 -3.92 0.98
N 2.53 0.31 0.93
C 2.30 3.75 3.69
H 3.39 2.70 -4.29
H 0.18 2.96 -6.17
O 0.59 5.06 2.15
F 3.12 2.76 3.31
C 0.58 -1.67 5.40
H 5.10 1.47 2.29
H 3.89 -0.97 5.27
H -2.29 0.43 -2.24
C 2.73 1.86 -4.08
O -2.02 -0.56 0.73
H 0.05 -3.01 -3.86
H 1.46 1.79 -6.54
H 2.19 -2.31 -3.21
C -4.96 3.52 1.63
H 1.63 -1.03 -2.13
F 2.04 3.62 4.99
H 2.01 -1.09 6.87
O 1.02 2.70 1.67
Br 0.16 1.03 -0.97
C 1.32 -4.55 -0.21
C 1.19 2.63 -5.90
Si 0.08 0.81 -4.03
C -0.89 -2.49 3.49
H 3.50 -1.43 2.88
C -5.14 1.17 1.18
C 1.23 -1.25 -5.57
O -1.56 1.08 3.77
C -3.59 3.45 1.57
C -3.21 -0.21 0.82
H -1.80 -3.71 0.46
H -3.23 2.73 -4.16
C 3.03 -5.80 1.57
H 0.05 4.01 -3.88
C -2.66 0.29 -3.26
Bi -0.09 0.58 1.44
H -1.70 1.33 -6.44
H -3.69 0.64 -3.31
O 0.83 1.29 4.06
H 1.53 -6.32 -1.41
*
```

=====

# 3
This record from the OMol25 dataset describes C41H46BF3N7OSZr as an isolated structure. The level of theory is ωB97M-V/def2-TZVPD.

As for the HOMO energy: -0.394 Eh. The value obtained for the energy relative to the best compared isomer or geometry (same formula, charge and spin) is 100.6 kJ/mol. As for the energy: -2818.04501 hartree. The lowest unoccupied orbital energy comes out at -0.1232 hartree. For the frontier orbital gap, the calculation gives 7.36 eV.

The geometry in ORCA input format:
```
! RIJCOSX wB97M-V def2-TZVPD def2/J DEFGRID3
* xyz 1 1
H 5.84 -16.92 7.02
Zr -1.07 -19.76 9.58
H 3.28 -22.80 11.98
C -3.75 -22.63 6.13
C 4.08 -19.70 6.02
C -3.51 -21.85 11.03
H -1.69 -16.05 12.65
C 5.11 -18.77 6.10
N -1.76 -19.66 7.06
H -6.07 -18.21 11.91
H -6.68 -18.09 8.33
C -0.83 -18.84 14.11
H 2.45 -21.54 12.79
C -0.11 -19.97 14.52
C -3.67 -15.80 11.83
F 7.32 -18.15 5.33
H 3.94 -16.74 8.53
C -6.74 -21.75 9.24
H 4.16 -20.53 5.30
H -1.63 -16.94 14.76
B -4.16 -20.01 7.99
H -5.16 -20.15 7.27
H -3.91 -23.04 7.15
N -3.19 -20.98 10.07
C 0.14 -19.07 16.74
H -0.48 -16.51 8.79
H 4.15 -23.03 9.76
H 0.12 -20.78 13.81
H 2.09 -20.24 6.74
H -7.45 -21.75 10.08
C -4.65 -17.45 7.89
H -5.72 -15.82 11.11
F 6.52 -20.15 4.71
H -0.62 -17.06 17.05
N -4.34 -20.86 9.28
S 1.35 -21.61 10.08
C -5.10 -17.70 12.04
C 1.69 -18.32 8.53
H 1.92 -23.72 9.08
C -1.70 -21.18 5.36
H 0.17 -22.38 11.93
H -0.69 -18.61 4.36
C -5.35 -21.63 9.79
H 4.17 -22.79 8.04
H 3.94 -21.40 9.07
H -3.85 -15.41 7.32
N -2.77 -18.07 9.00
N -1.15 -19.38 11.70
C 3.69 -22.45 8.94
C -1.54 -18.82 12.76
C -4.06 -18.46 12.55
O -0.16 -21.59 9.46
N -2.88 -20.51 7.19
C -4.91 -16.39 11.61
H -4.22 -19.53 12.77
H -6.84 -22.68 8.66
C 1.15 -22.71 11.48
C 0.36 -20.10 15.82
H -1.41 -21.67 4.44
H -6.98 -20.91 8.55
H -3.44 -14.80 11.44
H -3.28 -22.34 13.05
C 3.96 -17.57 7.84
C -2.79 -17.90 12.65
C -1.00 -17.79 15.02
C 0.54 -18.51 9.02
H 2.21 -23.22 13.28
H -4.73 -22.30 5.79
C -0.49 -17.90 16.33
H -3.39 -23.46 5.52
C 2.33 -22.55 12.42
H 0.26 -18.41 5.94
H -1.30 -15.36 7.70
C -4.83 -22.32 10.88
H -6.21 -18.19 6.63
C 5.05 -17.69 7.02
C -2.62 -16.83 8.51
H 1.80 -22.40 7.88
C -6.13 -17.57 7.54
C -1.18 -19.99 5.87
C 2.20 -22.69 8.85
C -2.76 -21.50 6.22
C 2.87 -18.47 7.74
C -3.76 -16.38 7.79
H 0.88 -20.99 16.15
H 1.06 -23.74 11.13
H 0.47 -19.22 17.79
C -1.42 -15.94 8.63
N -4.04 -18.51 8.49
C 2.96 -19.56 6.82
C -2.64 -16.53 12.44
H 0.57 -19.75 4.76
H -1.79 -21.58 12.27
C -2.64 -22.27 12.15
H -5.34 -23.02 11.54
H -6.56 -16.58 7.35
H -2.19 -23.28 11.95
C -0.17 -19.12 5.21
C 6.17 -18.86 5.00
H -1.56 -15.22 9.44
F 5.71 -18.32 3.79
*
```

=====

# 4
This record from the OMol25 dataset describes C41H46BFeN8P2S2 as an isolated structure. The level of theory is ωB97M-V/def2-TZVPD.

As for the HOMO energy (spin up / spin down): -0.365 / -0.367 Eh. The value obtained for the energy relative to the best compared isomer or geometry (same formula, charge and spin) is 108.3 kJ/mol. As for the energy: -4795.59427 hartree. The lowest unoccupied orbital energy (spin up / spin down) comes out at -0.0707 / -0.0671 hartree. For the frontier orbital gap (spin up / spin down), the calculation gives 8.01 / 8.15 eV.

The geometry in ORCA input format:
```
! RIJCOSX wB97M-V def2-TZVPD def2/J DEFGRID3
* xyz 1 1
P -0.33 -2.36 2.20
C 0.69 -3.88 2.30
H 3.11 -1.13 -0.57
Fe 0.48 0.80 -0.52
H 0.49 3.14 -2.06
C -3.43 0.34 2.49
H -1.76 -1.94 0.46
C -1.87 -2.98 -2.08
H 2.44 -2.73 2.76
H 1.45 4.96 3.03
H -4.07 1.22 2.49
C 2.32 -4.82 -1.35
H 4.09 1.58 -4.14
C -1.89 -3.10 2.83
C -3.00 -3.45 2.06
C 2.21 2.32 1.37
C 3.08 -1.68 -4.36
H -0.01 -0.53 -3.47
C 2.51 4.51 1.15
H 3.89 0.66 -5.64
N -0.19 1.41 3.57
H -2.95 -3.04 -5.28
C 0.97 -6.28 2.36
S 2.23 0.62 1.04
H -3.34 -4.15 -3.11
H 3.21 -1.69 -5.45
C 3.59 3.04 -0.58
C -1.44 -1.73 -4.51
C -2.07 1.14 -2.17
N 3.18 -0.29 -3.91
C -0.71 -1.35 -3.39
C 2.03 -3.73 2.63
H -0.92 4.47 -3.58
C -0.48 2.78 -2.36
C -2.60 -3.36 -3.19
S -1.08 1.69 0.93
C -1.08 1.22 2.60
H 3.84 -2.30 -3.90
C 1.54 -2.58 -0.90
H -4.99 -4.24 2.06
H -2.02 -3.50 -1.14
H -3.23 0.06 1.45
C 0.16 -5.17 2.17
H -4.47 3.60 -4.30
H -3.23 3.45 -5.55
H 3.06 2.42 -1.30
C -3.06 -3.87 4.80
H -0.89 -5.30 1.95
H -3.07 -4.04 5.87
C -2.92 1.81 -3.03
C 2.87 -2.16 -0.83
H 0.55 -7.27 2.27
H 2.09 -2.08 -4.12
N -2.17 0.63 3.16
H 2.10 -5.87 -1.53
H -5.05 -4.60 4.50
C -4.17 -4.19 4.03
H 4.94 -2.72 -0.97
C -2.38 -2.74 -4.41
H 4.45 -5.10 -1.43
H -1.27 -1.24 -5.46
C -0.69 0.88 4.74
C -1.28 3.51 -3.21
H 1.96 1.59 4.24
H -3.89 1.38 -3.25
N 1.65 2.92 2.42
H 0.26 -4.28 -1.22
P 0.09 -1.46 -0.71
H -3.92 -0.48 3.00
H 3.89 -4.72 3.06
C 2.40 0.21 -2.99
N -0.80 -2.29 0.50
C 1.82 4.28 2.29
C 3.91 -3.06 -1.02
H 2.87 5.42 0.70
C -0.91 -1.97 -2.16
H 0.81 3.22 4.44
H -1.07 -3.07 4.81
C -1.94 0.42 4.49
H 2.94 -6.98 2.83
H 5.15 0.20 -4.48
H 4.50 2.53 -0.29
H -3.22 4.85 -4.48
H -2.99 -3.34 0.99
C -4.13 -3.98 2.66
N -0.86 1.60 -1.84
C 3.64 -4.39 -1.29
C -2.53 3.03 -3.57
H 3.83 4.00 -1.02
H -0.13 0.92 5.65
C 2.84 -4.84 2.81
C 2.31 -6.12 2.68
N 2.75 3.27 0.58
H -2.66 -0.05 5.13
C 1.29 -3.93 -1.17
C -3.42 3.78 -4.52
N 1.71 0.68 -2.19
C -1.93 -3.32 4.21
B 1.11 2.29 3.74
H -2.37 0.21 -1.71
C 4.14 0.59 -4.58
*
```